The following is a quantum chemistry calculation of a structure of composition C11H16BClN6Zn in a non-equilibrium geometry, from the Open Molecules 2025 dataset.

Structure (XYZ):
```
36
Properties=species:S:1:pos:R:3:forces:R:3:nbo_charge:R:1
Zn 1.67953 -0.46575 0.35687 1.0 0.2 4.4 1.546
Cl 1.50846 -3.09623 1.80603 0.5 -2.8 0.2 -0.116
N -0.10011 0.45391 -1.77658 1.2 -0.7 0.6 -0.328
N -0.88555 1.45977 0.37378 1.0 -0.3 0.5 -0.346
N 1.06487 -0.22621 -1.32348 -1.8 0.5 -5.5 -0.534
N -2.06324 -0.63539 -0.53254 0.4 -1.0 -0.2 -0.265
N 0.21077 0.98132 1.06376 -0.9 1.4 0.2 -0.404
N -1.26428 -1.66936 -0.17309 -1.1 -0.2 0.3 -0.289
C 0.45517 1.83989 2.06853 -0.9 -0.2 -1.2 -0.014
C -3.32860 -2.34668 0.12688 0.2 0.1 -0.2 -0.330
C -3.33673 -1.05394 -0.40172 0.8 0.0 0.2 0.042
C -0.46386 2.90314 2.00668 -0.2 -0.2 -0.3 -0.355
C 0.08890 0.85996 -3.03704 0.5 -0.4 0.2 0.032
C 3.45929 0.25669 0.87167 0.4 -0.1 -0.4 -1.347
C 1.88580 -0.30041 -2.41720 -1.4 0.8 0.7 0.020
C 1.32244 0.39890 -3.48968 -0.2 -0.1 0.2 -0.354
C -1.28231 2.62917 0.91610 0.3 -0.1 0.4 -0.016
C 1.04810 -1.47274 2.06118 -0.6 2.0 -0.8 -1.051
C -1.98649 -2.70648 0.26812 -0.3 0.7 -0.3 0.035
B -1.37956 0.71965 -0.90508 0.9 0.9 0.6 0.549
H -0.49612 3.75618 2.65545 -0.1 0.1 0.1 0.229
H -1.51046 -3.59665 0.65751 0.0 0.1 -0.1 0.261
H 4.01184 -0.53489 1.39726 0.1 0.2 -0.1 0.204
H 3.38305 1.12789 1.53843 0.0 -0.2 -0.2 0.198
H 1.75107 0.55247 -4.46175 0.0 0.0 -0.1 0.238
H -0.66083 1.47933 -3.50477 0.0 -0.2 -0.1 0.231
H -2.09787 3.18424 0.47600 0.0 0.0 0.1 0.217
H -4.18655 -2.95253 0.34858 0.0 0.0 0.1 0.247
H -4.15691 -0.41357 -0.70380 0.2 -0.1 0.2 0.242
H 1.65962 -0.98767 2.83404 -0.3 -0.4 0.0 0.204
H -0.02323 -1.38805 2.27460 0.3 -0.2 0.3 0.176
H 2.84161 -0.81104 -2.37239 -0.2 0.2 0.2 0.238
H -2.17730 1.40808 -1.46687 0.0 -0.1 -0.2 -0.028
H 1.27639 1.69451 2.75808 -0.1 -0.1 -0.2 0.230
H -0.25705 -1.59108 -0.26163 0.2 0.1 0.3 0.449
H 4.01014 0.54356 -0.03194 0.3 0.1 0.3 0.188
```
Forces are in eV/Å.

Computed properties:
Total energy, eV: -82223.0941
Frontier orbital gap, hartree: 0.246
E_LUMO, eV: 0.30
Highest occupied orbital energy, eV: -6.4002

The following is a quantum chemistry calculation of a cluster of 2 separate species, C9H14 in total in a non-equilibrium geometry, from the Open Molecules 2025 dataset.

Structure (XYZ):
```
23
Properties=species:S:1:pos:R:3:forces:R:3:mulliken_spin:R:1
C 1.16041 0.66186 0.20383 0.1 -0.3 0.1 0.250
C -2.82032 1.47682 1.47181 0.0 -0.2 -0.5 0.020
C 1.59969 -3.53042 -2.52774 0.2 0.0 -0.2 0.003
C 0.67706 0.06527 1.39301 -0.6 0.0 0.3 0.051
C 0.34685 1.54598 -0.54648 -0.2 0.2 0.2 0.097
C -0.91873 1.82006 -0.11009 0.8 0.3 -1.1 0.106
C -0.60566 0.31816 1.80002 0.9 -0.3 0.0 0.131
C -1.42836 1.19652 1.03953 -1.0 0.1 0.8 0.239
C 1.68885 -2.17894 -1.83398 0.3 -0.2 0.2 0.006
H 0.56206 -3.83693 -2.64124 0.0 -0.2 0.0 0.000
H 2.73362 -1.86305 -1.76950 -0.1 0.2 -0.1 -0.001
H 2.04721 -3.47740 -3.51810 -0.1 0.1 -0.2 0.000
H -0.97492 -0.13053 2.71123 -0.2 0.0 0.0 -0.001
H 1.30516 -0.59150 1.97817 0.1 0.0 -0.1 0.008
H -3.38516 1.92934 0.65857 0.0 0.1 0.1 0.000
H 1.10741 -1.44032 -2.38657 0.0 0.1 0.1 -0.002
H 1.32653 -2.24839 -0.80455 -0.2 0.1 0.0 -0.001
H 0.73512 2.02553 -1.43317 0.1 -0.1 0.0 0.007
H 2.16996 -4.30290 -2.01444 -0.2 0.0 0.2 0.000
H -3.32075 0.55155 1.76782 0.1 0.0 0.2 0.020
H -1.52461 2.50997 -0.68256 -0.2 0.0 0.1 0.001
H -2.85689 2.15973 2.32620 0.2 0.0 0.1 0.047
H 2.16300 0.42027 -0.12130 0.0 0.1 -0.1 0.018
```
Forces are in eV/Å.

Computed properties:
Spin multiplicity: 2
Total energy, eV: -9551.4413
Frontier orbital gap (spin up / spin down), hartree: 0.376 / 0.229
E_LUMO (spin up / spin down), eV: -4.33 / -8.31
Energy above the lowest of the compared OMol25 structures with the same formula, charge and spin, kcal per mole: 0.00
Charge: +1
Highest occupied orbital energy (spin up / spin down), eV: -14.5479 / -14.5489

The following is a quantum chemistry calculation of a structure of composition C20H42AlNP3Se in a non-equilibrium geometry, from the Open Molecules 2025 dataset.

Structure (XYZ):
```
68
Properties=species:S:1:pos:R:3:forces:R:3:nbo_charge:R:1
Se -0.89856 -3.78181 -2.04401 -0.4 0.3 0.1 0.132
P 0.73143 1.21288 -1.88809 0.6 -0.3 -1.1 0.859
P -2.34538 0.54130 -0.30940 -2.1 -0.7 -0.3 0.895
P 0.50721 2.93931 1.07368 0.3 1.2 0.6 0.937
Al -0.08226 0.49516 0.48163 -1.3 3.3 -1.0 1.117
N -0.65473 0.35704 2.33224 -0.2 -0.7 2.3 -0.647
C 1.54820 -7.20765 -2.73192 0.3 0.3 0.4 -0.169
C 1.09045 -1.23314 0.39760 3.3 0.5 1.4 -0.576
C 2.55025 1.09452 -2.10830 -0.1 -0.1 0.3 -0.935
C 0.14772 0.04464 -3.16795 -0.1 -0.1 0.1 -0.949
C 2.13409 3.64342 0.60478 0.1 -0.5 -0.3 -0.934
C 0.38826 2.82571 -2.69260 -0.3 0.2 0.2 -0.932
C 2.68052 -5.70784 -1.19520 -0.3 -0.4 -0.2 -0.184
C 0.43198 -6.36063 -2.74417 -0.5 0.9 0.2 -0.226
C -3.54200 0.71241 1.06009 0.4 0.2 0.4 -0.930
C -0.81200 0.24141 3.48263 0.2 0.3 -1.9 0.653
C 2.68487 -6.88189 -1.96946 -0.5 0.4 0.0 -0.188
C -0.67760 4.18856 0.45057 -0.4 -0.4 -0.4 -0.938
C -1.00354 0.11364 4.90486 0.0 -0.2 0.8 -0.565
C 1.56568 -4.86591 -1.19451 0.2 -0.4 -0.5 -0.255
C -2.84757 -1.05453 -1.04361 0.5 -0.1 -0.1 -0.939
C -0.96647 1.45502 5.67356 0.1 0.5 -0.3 -0.589
C 0.45298 -5.15081 -1.99936 1.2 -0.7 0.5 -0.184
C 1.89044 -0.24535 1.04622 0.6 -3.8 -0.6 -0.351
C -2.93639 1.76724 -1.53392 0.7 0.4 -0.1 -0.927
C 0.49803 3.37239 2.85433 -0.1 -0.5 0.1 -0.937
H 0.85071 4.40707 2.93893 -0.1 -0.2 0.0 0.280
H -1.14392 1.29939 6.74523 0.0 -0.2 -0.4 0.281
H -2.23441 -1.25413 -1.93159 -0.2 0.0 0.1 0.262
H 0.58657 -2.00568 0.98745 -0.4 0.6 0.2 0.305
H 2.27738 4.62207 1.07742 -0.2 -0.2 -0.1 0.285
H -0.91792 0.20435 -3.37455 0.2 -0.1 0.0 0.248
H 0.74015 2.80488 -3.73594 -0.1 -0.2 0.4 0.285
H -4.02471 1.68580 -1.65297 0.3 -0.2 0.2 0.295
H -0.68921 3.03035 -2.69783 0.3 0.0 -0.1 0.251
H -3.41824 1.69270 1.54065 -0.1 -0.2 -0.1 0.252
H -3.36025 -0.06214 1.81835 -0.1 0.2 -0.3 0.253
H 2.23042 3.76311 -0.48006 0.0 0.0 0.3 0.253
H -0.45423 -6.62006 -3.33773 0.5 0.1 0.2 0.241
H -0.20385 -0.55719 5.26877 -0.3 0.1 -0.1 0.306
H 2.92917 2.97692 0.95435 0.0 0.1 0.0 0.254
H 0.71334 0.19987 -4.09832 -0.2 0.0 0.3 0.279
H -2.69525 2.78365 -1.19815 -0.1 -0.2 -0.1 0.255
H 0.01781 1.93348 5.55621 -0.4 -0.1 0.1 0.225
H -4.56749 0.61849 0.68438 0.3 0.0 0.0 0.289
H 0.28286 -0.99309 -2.83656 0.0 0.1 -0.2 0.263
H 1.17268 2.72054 3.42248 -0.1 0.2 -0.1 0.249
H -0.46033 5.17424 0.87955 0.1 -0.3 0.0 0.287
H -1.74243 2.13704 5.29828 0.2 -0.2 0.2 0.229
H 3.07064 1.84839 -1.50916 0.0 -0.1 -0.1 0.250
H -2.46826 1.60776 -2.51404 -0.2 0.0 0.3 0.259
H 1.99334 -0.26928 2.13839 -0.7 0.4 -0.3 0.276
H 2.78871 1.24817 -3.16987 0.0 -0.1 0.3 0.283
H 3.54697 -5.44570 -0.59204 -0.2 -0.1 -0.1 0.224
H 1.54801 -8.13207 -3.31894 -0.1 0.4 0.2 0.249
H -3.90703 -1.06159 -1.33014 0.2 0.2 0.1 0.290
H -0.50845 3.30516 3.28532 0.2 0.0 -0.1 0.254
H 1.33531 -1.57140 -0.61671 -0.4 0.7 0.0 0.305
H 2.76684 0.18739 0.54889 -0.8 0.4 -0.3 0.283
H -0.55198 -2.97081 -0.79985 0.0 -1.0 -0.7 -0.012
H 3.56190 -7.53237 -1.97364 -0.3 0.2 0.0 0.244
H 1.56120 -3.96402 -0.58217 0.1 -0.1 -0.1 0.160
H -2.66166 -1.85927 -0.32243 -0.1 0.1 -0.1 0.264
H -1.96444 -0.39402 5.06197 0.1 0.0 -0.1 0.309
H 2.90350 0.10389 -1.79997 0.0 0.1 -0.2 0.243
H -1.69875 3.90872 0.74392 0.2 0.1 0.0 0.250
H -0.63952 4.26949 -0.64298 0.0 0.0 0.3 0.259
H 0.89916 3.64478 -2.17459 -0.1 -0.2 -0.2 0.248
```
Forces are in eV/Å.

Computed properties:
Total energy, eV: -122696.0295
Frontier orbital gap, hartree: 0.116
E_LUMO, eV: -11.62
Energy above the lowest of the compared OMol25 structures with the same formula, charge and spin, kcal per mole: 0.00
Charge: +3
Highest occupied orbital energy, eV: -14.7728